No. 1
DFT (the ωB97M-V functional and the def2-TZVPD basis) results for a molecular structure, C4H9NOS.

For the orbital gap, the calculation gives 5.0 eV. The value obtained for the HOMO energy is -7.83 eV. As for the net charge: 0. The calculation puts the total energy at -685.2120 hartree.

Structure (XYZ):
```
16
C4H9NOS | the OMol25 dataset | the ωB97M-V functional and the def2-TZVPD basis
C 1.58163 -0.27651 0.25593
C 0.60242 0.68484 0.87132
C -0.86738 0.10660 0.79028
C -1.91095 1.09199 1.19396
H -0.35477 -1.41816 0.93395
H 0.91845 -1.53596 0.60654
H 3.56649 0.16411 -1.36656
H 2.44654 -0.19652 0.78643
H 0.72680 1.70115 0.44373
H 0.82097 0.83731 2.07408
H -2.93244 0.90806 1.99898
H -1.87998 2.22486 1.14775
H -0.86469 -2.24324 1.28061
N 1.32788 -2.44292 0.11098
O 1.74245 -0.16002 -1.60554
S -1.93169 0.60567 -0.54370
```

Atom charges from the Mulliken analysis, given in e for atoms 1 to 6: -0.313 -0.630 0.382 -0.772 -0.574 0.435

---

No. 2
DFT (the ωB97M-V functional and the def2-TZVPD basis) results for a molecular structure, C23H40N7O6S2V.

For the orbital gap (alpha / beta), the calculation gives 8.1 / 8.6 eV. The value obtained for the HOMO energy (alpha / beta) is -13.38 / -13.38 eV. As for the spin multiplicity: 3. As for the net charge: +2. Its expectation value of S² is 2.0129. The calculation puts the total energy at -3475.2849 hartree.

Structure (XYZ):
```
79
C23H40N7O6S2V | the OMol25 dataset | the ωB97M-V functional and the def2-TZVPD basis
V -0.25342 -0.20434 1.06422
C -2.59157 4.82394 1.27526
N -2.39700 3.38070 1.40705
C -3.32752 2.66471 2.27710
C -1.38501 2.75825 0.83413
O -1.19265 1.53526 0.94643
C -0.41080 3.55853 -0.02656
O 0.57465 2.71318 -0.55310
C 1.87672 2.83613 -0.04710
C 2.34628 1.53244 0.59233
O 1.57475 0.55837 0.69586
N 3.59356 1.44998 1.02395
C 4.59434 2.50404 0.90270
C 4.06386 0.22696 1.67410
H -1.92445 5.37343 1.94085
H -3.61721 5.05413 1.54910
H -2.43966 5.15164 0.24957
H -3.32473 3.12767 3.26341
H -3.02299 1.62755 2.36350
H -4.33171 2.71958 1.85823
H 0.01495 4.37162 0.57028
H -0.95490 4.01700 -0.85484
H 1.95634 3.63592 0.69623
H 2.54463 3.08507 -0.87446
H 4.23490 3.34506 0.32160
H 5.47914 2.10066 0.41093
H 4.87711 2.85757 1.89434
H 3.21592 -0.36864 1.99664
H 4.66789 0.50178 2.53703
H 4.67988 -0.34996 0.98283
C -5.09457 -3.36413 2.38208
C -4.62150 -3.21432 0.94468
N -3.26139 -3.72826 0.75580
C -3.16672 -5.15987 0.41873
C -3.08574 -5.37899 -1.08256
C -2.16976 -2.98300 0.87913
S -2.38966 -1.32663 1.38849
N -1.01560 -3.62200 0.61861
C 0.18790 -3.11497 0.74947
O 0.49395 -1.95119 1.19614
C 1.33363 -3.96765 0.36325
C 2.59741 -3.39957 0.21139
C 3.66827 -4.18973 -0.16787
C 3.48783 -5.54949 -0.38546
C 2.23104 -6.12032 -0.23284
C 1.15436 -5.33124 0.13315
H -6.11282 -2.98862 2.47986
H -4.45649 -2.79597 3.05902
H -5.09199 -4.40909 2.69309
H -4.65227 -2.17407 0.62838
H -5.26136 -3.78117 0.26791
H -4.05816 -5.62897 0.83372
H -2.30127 -5.57847 0.92351
H -3.92748 -4.90865 -1.59348
H -3.11608 -6.44525 -1.30567
H -2.15598 -4.96977 -1.47631
H 2.72567 -2.33905 0.38347
H 4.64844 -3.74938 -0.29520
H 4.32825 -6.16641 -0.67466
H 2.09309 -7.17984 -0.40022
H 0.17007 -5.76253 0.24908
N 0.60884 -0.75520 5.76006
C 0.03817 -0.85318 4.56044
N -0.70373 -1.91656 4.28637
S 0.29679 0.41290 3.44137
H 0.45674 -1.43605 6.48613
H 1.19033 0.03873 5.96424
H -0.84466 -2.65049 4.96155
H -1.20971 -1.95120 3.40955
N -2.14519 -0.30929 -4.10909
C -1.10449 -0.87589 -3.26575
C -1.13743 -0.18823 -1.90959
O -0.40665 -0.53574 -0.99176
O -1.99028 0.79277 -1.81313
H -1.79465 0.02083 -4.99714
H -2.43025 0.81753 -2.71502
H -2.89784 -0.95958 -4.29054
H -0.10841 -0.71056 -3.67843
H -1.19593 -1.95014 -3.09984
```

Atom charges from the Mulliken analysis, given in e for atoms 1 to 6: 1.367 -1.011 0.195 -0.929 0.717 -0.269

---

No. 3
DFT (the ωB97M-V functional and the def2-TZVPD basis) results for C4H6FNO2 in the gas phase.

For the orbital gap, the calculation gives 11.4 eV. As for the SMILES: N#CC(F)(CO)CO. The value obtained for the HOMO energy is -10.90 eV. As for the net charge: 0. The calculation puts the total energy at -461.0626 hartree.

Structure (XYZ):
```
14
C4H6FNO2 | the OMol25 dataset | the ωB97M-V functional and the def2-TZVPD basis
N 2.59959 0.26046 -2.17416
C 1.84497 0.39089 -1.31011
C 0.92142 0.43342 -0.21008
F 1.53680 1.07165 0.85967
C 0.73362 -1.06134 0.18356
O 1.87207 -1.62572 0.66479
C -0.34713 1.13548 -0.56226
O -0.20717 2.38782 -1.15724
H 0.17954 -1.52312 -0.65057
H 0.07977 -1.17281 1.04428
H 2.69884 -1.55355 0.04293
H -0.84179 0.50191 -1.29905
H -0.93664 1.28912 0.42775
H -0.87145 3.03958 -0.75195
```

Atom charges from the Mulliken analysis, given in e for atoms 1 to 6: -0.430 -0.105 1.223 -0.354 -0.681 -0.492

---

No. 4
DFT (the ωB97M-V functional and the def2-TZVPD basis) results for a molecular structure, C8H9INO4S2.

For the orbital gap, the calculation gives 8.6 eV. The value obtained for the HOMO energy is -5.92 eV. As for the net charge: -1. The calculation puts the total energy at -1760.1088 hartree.

Structure (XYZ):
```
25
C8H9INO4S2 | the OMol25 dataset | the ωB97M-V functional and the def2-TZVPD basis
C -3.42854 1.74395 0.00649
C -2.08886 1.14406 -0.37222
C -1.09821 1.92602 -0.93340
C 0.13611 1.36204 -1.24607
C 0.36330 0.01928 -0.98777
C 1.70746 -0.60042 -1.28684
S 2.78042 -0.49625 0.16613
O 3.77378 -1.53852 0.10992
O 3.33135 0.83899 0.09472
N 1.78622 -0.53630 1.44160
S 1.42188 -1.96275 2.03607
O 0.15731 -1.87121 2.71920
O 1.52833 -3.06789 1.11957
I 3.00648 -2.28927 3.87005
C -0.64492 -0.77112 -0.44659
C -1.87212 -0.21241 -0.14034
H -3.59329 2.66230 -0.54526
H -3.45956 1.91529 1.07771
H -4.20283 1.02266 -0.23997
H -1.23690 2.97558 -1.14109
H 0.91729 1.96350 -1.68075
H 1.59958 -1.61965 -1.63374
H 2.18811 0.04065 -2.01442
H -0.43421 -1.81420 -0.26791
H -2.63820 -0.83432 0.29491
```

Atom charges from the Mulliken analysis, given in e for atoms 1 to 6: -1.448 1.109 -0.717 -0.473 0.548 -1.457

---

Q: The lowest net charge belongs to which entry?
A: C8H9INO4S2

---

Q: Which of these has the lowest net charge?
A: C8H9INO4S2